[1]
An isolated ion of composition C4H6FN2 and charge +1. Source: the OMol25 dataset; level of theory: ωB97M-V/def2-TZVPD.

Each line ends with the Löwdin charge.
Positions of all 13 atoms, in Å:
H 2.2396 1.6558 -0.1033  0.184
F 3.2874 -0.4935 -0.1026  -0.030
H -0.0932 1.2170 1.6300  0.169
C 1.5302 0.7615 0.2018  -0.080
C -1.2694 -1.3397 -0.0225  0.014
N -0.9411 0.0116 -0.0835  -0.043
H -1.7207 -1.6624 -1.0842  0.174
C 0.0411 0.9290 0.5495  -0.068
N 1.9258 -0.4287 0.0054  0.059
C -1.0138 1.1756 -0.5559  0.210
H -1.6131 1.5886 -1.4196  0.188
H -2.0086 -1.4777 0.7107  0.094
H -0.3642 -1.9374 0.2743  0.128

Forces on the atoms, in the same order (eV/Å):
-1.51 -1.57 1.37
-0.09 0.23 -0.59
-0.46 -0.11 -1.36
0.74 1.28 -1.77
-0.04 -2.84 -3.17
1.51 2.52 0.60
1.13 0.53 2.44
0.47 0.51 -0.38
-0.53 0.09 1.20
-0.15 -1.16 -0.02
0.89 0.04 1.22
-1.12 -0.19 1.05
-0.85 0.66 -0.60

Calculated values
LUMO: -5.40 eV
orbital gap: 10.1 eV
total charge: +1
energy above the lowest of the compared OMol25 structures with the same formula, charge and spin: 124.9 kcal per mole

=====

[2]
C22H19Cl2FeN5O3S as an isolated structure. Source: the OMol25 dataset; level of theory: ωB97M-V/def2-TZVPD.

Each line ends with the Löwdin charge.
Positions of all 53 atoms, in Å:
C -2.7668 2.7194 -3.6382  -0.110
H -3.3226 -0.7212 3.5045  0.104
H 2.9936 -5.6642 0.3140  0.077
H 4.1191 3.1103 1.6755  0.085
C -1.2135 1.5121 -2.1911  -0.359
H 0.3408 0.9642 2.1181  0.083
H 0.8864 3.8984 -0.8453  0.118
C 2.6245 -3.5877 -0.3839  -0.182
S 3.0243 -0.1298 0.8001  0.701
H -3.0399 0.4285 5.6655  0.094
H -0.6919 4.8961 -2.1071  0.101
C -1.1786 1.3325 5.1194  -0.110
C -1.6733 -0.6089 1.3226  -0.174
C -2.4519 -0.0988 3.6722  -0.054
Cl -0.7274 -1.4680 -5.4370  0.581
H 4.6538 1.5226 2.0795  0.059
C -0.2864 -2.5110 1.2155  -0.085
C 3.0066 1.5889 0.9301  -0.912
Cl -0.3082 -4.1246 -4.4030  0.583
O -0.2148 -2.2126 -2.2136  -0.036
N 1.2297 1.9270 -0.4815  -0.031
H -1.8910 0.1570 0.5707  0.114
H -2.6211 4.8675 -3.6416  0.085
C 0.8384 -3.2300 0.7822  -0.335
N 1.7112 -2.6724 -0.1138  -0.006
N 2.2284 2.4085 0.3062  -0.052
H 0.7660 -5.2224 1.7660  0.088
H -1.0257 -3.0407 1.8275  0.141
C 2.3895 -4.7732 0.3379  -0.115
H 1.3120 -2.5602 -5.0714  0.060
H -3.5953 2.7059 -4.3355  0.095
C -1.5092 0.0580 2.6641  -0.204
C 1.2514 -4.5489 1.0835  -0.069
H -2.5132 -1.3162 1.3564  0.119
N 3.9023 2.1355 1.8109  0.041
O -0.8555 0.4252 -1.6419  -0.118
C -0.3923 0.8520 2.9028  -0.026
C 0.5458 2.8754 -1.0409  -0.086
C 0.3732 -2.5060 -4.5191  -1.018
H -2.7353 0.6023 -3.4103  0.104
H 0.6490 2.0885 4.2986  0.101
C -1.1377 3.9540 -2.4019  -0.074
N -0.4635 -1.2728 0.9005  -0.001
H -1.0549 1.8350 6.0701  0.093
C -2.2924 0.5420 4.8902  -0.105
C 0.5674 -1.8883 -3.1048  -0.831
H 3.4276 -3.3873 -1.0722  0.102
O 1.5255 -1.0935 -3.0072  -0.045
Fe 0.9142 -0.5031 -0.7840  0.801
C -0.2249 1.4773 4.1237  -0.080
C -2.2098 3.9434 -3.2567  -0.134
C -2.2919 1.5441 -3.1241  -0.020
C -0.5919 2.7702 -1.8819  -0.156

Forces on the atoms, in the same order (eV/Å):
0.02 -0.01 0.13
-0.02 -0.03 -0.05
0.06 -0.04 -0.04
-0.01 -0.09 -0.05
0.27 0.91 -0.04
0.16 0.05 -0.05
0.05 -0.22 0.12
0.63 -0.25 -0.31
-1.62 -1.00 -1.16
-0.02 -0.04 0.00
0.07 0.08 0.00
-0.06 0.00 0.10
-0.22 0.32 -0.06
-0.01 -0.01 -0.12
-0.10 0.30 -0.19
0.11 0.20 0.01
-0.11 0.49 0.01
-1.12 0.61 -0.95
0.03 -0.38 -0.08
-0.01 0.37 0.56
-0.60 -1.36 -0.59
-0.14 -0.17 0.01
0.05 0.04 0.00
0.38 -0.67 0.02
-1.16 1.74 -0.15
0.95 0.66 0.91
-0.12 -0.11 0.09
0.04 0.16 -0.03
0.36 0.14 -0.25
-0.19 0.04 0.18
-0.03 -0.04 -0.03
-0.04 -0.02 0.10
-0.56 0.67 0.03
0.06 0.12 -0.03
0.36 -0.17 0.33
0.93 -1.42 0.71
-0.06 -0.04 -0.04
0.51 -0.16 0.44
0.23 0.10 0.30
0.02 -0.17 0.04
0.08 0.05 -0.02
0.08 -0.06 0.02
1.02 0.29 -1.16
0.01 0.00 0.03
-0.04 0.09 0.19
-0.31 -0.54 -0.30
0.09 0.05 -0.12
0.58 1.09 0.94
0.04 -1.30 1.08
0.07 0.10 0.00
-0.11 0.39 -0.15
0.04 -0.22 0.09
-0.66 -0.54 -0.50

Calculated values
LUMO (spin up / spin down): 0.97 / 0.32 eV
orbital gap (spin up / spin down): 5.6 / 4.9 eV
total charge: -1
energy above the lowest of the compared OMol25 structures with the same formula, charge and spin: 82.3 kcal per mole
expectation value of S²: 0.86
spin multiplicity: 2